# 1
{
  "formula": "CH3PSi",
  "method": "ωB97M-V/def2-TZVPD",
  "e_above_lowest_kcal_mol": 2.29,
  "homo_energy_ev": -8.5,
  "gap_ev": 8.608,
  "smiles": "C1=P[SiH2]1",
  "charge": 0,
  "largest_force_ha_per_bohr": 0.0670,
  "energy_ev": -18249.568,
  "elements": ["C", "P", "Si", "H", "H", "H"],
  "xyz": [[-1.09, -1.00, 0.00], [-2.24, 0.23, 0.00], [-0.04, 0.71, 0.00], [-1.08, -2.07, -0.01], [0.60, 1.07, 1.25], [0.65, 1.04, -1.24]],
  "lowdin_charge": [-0.6763, 0.5895, 0.3761, -0.0474, -0.1219, -0.1201]
}

# 2
{
  "formula": "CH4AlO5P",
  "method": "ωB97M-V/def2-TZVPD",
  "e_above_lowest_kcal_mol": 42.68,
  "homo_energy_ev": -10.2,
  "gap_ev": 5.852,
  "charge": 0,
  "largest_force_ha_per_bohr": 0.0292,
  "energy_ev": -27221.671,
  "elements": ["Al", "P", "O", "O", "O", "O", "C", "O", "H", "H", "H", "H"],
  "xyz": [[-2.32, 1.03, 0.29], [0.94, 1.94, 1.07], [1.50, 3.28, 0.50], [-0.34, 2.34, 1.85], [1.89, 0.99, 1.73], [0.35, 1.43, -0.30], [-0.07, -1.70, -1.04], [-1.22, -1.65, -0.18], [-0.36, -1.88, -2.07], [0.49, -0.76, -1.01], [0.67, -2.45, -0.76], [-1.52, -2.56, -0.08]],
  "lowdin_charge": [0.9829, -0.0301, -0.0689, -0.3300, -0.2166, -0.2758, -0.1416, -0.2282, 0.0823, 0.0554, 0.0870, 0.0835]
}

# 3
{
  "formula": "CH4BBr",
  "method": "ωB97M-V/def2-TZVPD",
  "e_above_lowest_kcal_mol": 60.02,
  "homo_energy_ev": -10.6,
  "gap_ev": 10.849,
  "charge": 0,
  "largest_force_ha_per_bohr": 0.0554,
  "energy_ev": -71818.723,
  "elements": ["B", "C", "Br", "H", "H", "H", "H"],
  "xyz": [[-0.43, 0.44, 0.61], [0.26, -0.07, -0.84], [1.42, -1.06, 0.52], [-1.27, -0.24, 0.98], [0.69, 0.46, -1.71], [-0.25, -0.97, -1.11], [-0.42, 1.43, 1.54]],
  "lowdin_charge": [-0.3213, -0.4285, 0.6875, -0.0330, 0.0518, -0.0075, 0.0511]
}

# 4
{
  "formula": "CH4BBrO3",
  "method": "ωB97M-V/def2-TZVPD",
  "e_above_lowest_kcal_mol": 0.00,
  "homo_energy_ev": -10.5,
  "gap_ev": 10.868,
  "charge": 0,
  "largest_force_ha_per_bohr": 0.0929,
  "energy_ev": -77965.648,
  "elements": ["B", "C", "O", "O", "O", "Br", "H", "H", "H", "H"],
  "xyz": [[-0.23, -0.68, -0.60], [1.69, 0.95, 0.47], [-0.86, -0.67, 0.61], [-0.64, -1.41, -1.68], [0.86, 0.06, -0.85], [2.33, -0.31, 1.67], [2.46, 1.45, -0.09], [0.89, 1.55, 0.89], [-1.62, -1.24, 0.70], [-1.44, -1.92, -1.60]],
  "lowdin_charge": [-0.9904, -0.4488, 0.1590, 0.1901, 0.0334, 0.7583, 0.0526, 0.0544, 0.0978, 0.0937]
}